# 1
Formula: C4H9N2
Source: OMol25
Level of theory: ωB97M-V/def2-TZVPD

The charge is +1. The calculated total energy is -266.9331 Eh. The SMILES is C[N+]1=CNCC1. The calculation puts the HOMO energy at -15.06 eV. The value obtained for the largest force on an atom is 0.208 hartree/bohr.

Cartesian coordinates (Å):
N -1.34 -1.05 1.16
N 0.62 0.57 0.11
C -0.01 -0.39 1.08
C 2.03 0.52 -0.10
C -0.52 0.48 -0.85
C -1.64 -0.34 -0.21
H 2.50 0.84 0.80
H 2.40 -0.45 -0.50
H -1.13 -2.01 1.17
H -2.33 0.44 0.10
H -0.31 0.01 -1.78
H 0.53 -0.58 1.97
H 2.17 1.27 -0.86
H -0.85 1.60 -1.15
H -2.12 -0.91 -0.94



# 2
Formula: C4H9N2
Source: OMol25
Level of theory: ωB97M-V/def2-TZVPD

The charge is +1. The calculated total energy is -266.8989 Eh. The calculation puts the HOMO energy at -15.81 eV. The value obtained for the largest force on an atom is 0.092 hartree/bohr.

Cartesian coordinates (Å):
N -1.45 -0.18 -0.67
N 0.83 -0.38 -0.34
C 3.26 0.37 -0.11
C -1.42 1.22 -0.21
C -2.02 -1.04 0.12
C 1.94 -0.08 -0.27
H -1.53 1.23 0.91
H -2.48 -0.82 1.12
H -2.14 1.80 -0.73
H -0.50 1.74 -0.49
H -1.29 -1.92 -0.16
H 3.11 1.39 0.25
H 3.53 -0.15 0.78
H -2.85 -1.51 -0.43
H 3.95 0.25 -0.92



# 3
Formula: C4H9N2
Source: OMol25
Level of theory: ωB97M-V/def2-TZVPD

The charge is +1. The calculated total energy is -267.0081 Eh. The SMILES is [H]/N=C/[N+](C)=C/C. The calculation puts the HOMO energy at -15.74 eV. The value obtained for the largest force on an atom is 0.081 hartree/bohr.

Cartesian coordinates (Å):
N 0.38 0.26 -0.06
N 1.35 -0.36 1.86
C 1.32 0.44 0.93
C 0.00 1.41 -0.90
C -1.44 -1.31 -0.63
C -0.19 -0.92 0.01
H 0.76 1.67 -1.60
H -2.11 -0.71 -0.01
H -1.72 -2.36 -0.47
H 2.06 -0.10 2.49
H 0.01 2.15 -0.14
H 0.27 -1.58 0.75
H -0.99 1.33 -1.39
H -1.70 -1.08 -1.57
H 2.00 1.17 0.74



# 4
Formula: C4H9N2
Source: OMol25
Level of theory: ωB97M-V/def2-TZVPD

The charge is +1. The calculated total energy is -266.9948 Eh. The SMILES is C[N+]#C[C@H](C)N. The calculation puts the HOMO energy at -14.31 eV. The value obtained for the largest force on an atom is 0.096 hartree/bohr.

Cartesian coordinates (Å):
N 0.94 0.12 -1.42
N -1.50 0.28 0.66
C -0.15 0.58 1.07
C 0.33 -0.34 2.16
C 0.69 -0.24 -2.75
C 0.67 0.17 -0.30
H 0.11 -1.11 -2.81
H 1.29 0.01 2.40
H -2.03 -0.46 1.22
H -2.10 0.75 0.07
H -0.09 1.61 1.20
H -0.32 -0.23 2.99
H 1.65 -0.24 -3.27
H 0.42 -1.45 1.90
H 0.10 0.55 -3.12



# 5
Formula: C4H9N2
Source: OMol25
Level of theory: ωB97M-V/def2-TZVPD

The charge is +1. The calculated total energy is -266.8561 Eh. The SMILES is CN=[N+]=C(C)C. The calculation puts the HOMO energy (spin up / spin down) at -14.49 / -15.28 eV. The value obtained for the largest force on an atom is 0.079 hartree/bohr.

Cartesian coordinates (Å):
N 2.05 -0.52 -0.09
N 0.91 -1.03 -0.07
C -1.36 -1.54 0.05
C 1.99 1.12 -0.25
C -0.32 -0.59 -0.15
C -0.87 0.78 0.03
H -2.45 -1.38 -0.20
H 0.97 1.15 -0.40
H -0.96 1.49 -0.78
H 2.69 1.26 -1.03
H -1.90 0.50 0.29
H -0.27 1.23 0.86
H -1.49 -1.43 1.19
H 2.19 1.54 0.76
H -1.18 -2.58 -0.20



# 6
Formula: C4H9N2
Source: OMol25
Level of theory: ωB97M-V/def2-TZVPD

The charge is +1. The calculated total energy is -266.9202 Eh. The calculation puts the HOMO energy at -15.45 eV. The value obtained for the largest force on an atom is 0.091 hartree/bohr.

Cartesian coordinates (Å):
N 1.64 -0.34 -1.10
N -0.54 -0.44 0.56
C 0.48 -1.30 0.34
C 2.38 0.37 -1.58
C -0.27 0.89 1.02
C -1.85 -0.20 -0.07
H 2.79 0.87 -2.37
H -1.08 1.47 1.59
H 0.72 -2.39 -0.06
H -2.69 0.10 0.55
H 0.39 1.01 1.83
H 0.13 1.32 0.05
H -1.50 0.59 -0.87
H -2.09 -1.06 -0.69
H 1.46 -0.87 0.80



# 7
Formula: C4H9N2O
Source: OMol25
Level of theory: ωB97M-V/def2-TZVPD

The charge is +1. The calculated total energy is -342.1815 Eh. The calculation puts the HOMO energy at -13.98 eV. The value obtained for the largest force on an atom is 0.077 hartree/bohr.

Cartesian coordinates (Å):
O -0.78 1.74 0.24
N 1.84 -0.62 -0.38
N -2.01 -0.25 0.10
C -2.78 -1.43 -0.16
C -1.35 0.69 0.08
C 2.80 -0.73 0.43
C 0.54 2.17 -0.10
H 1.16 1.37 0.43
H 1.25 -1.46 -0.37
H 0.89 2.06 -1.14
H 0.67 3.24 -0.01
H 3.47 0.12 0.67
H 3.02 -1.57 0.99
H -2.45 -2.22 0.51
H -3.92 -1.27 -0.22
H -2.34 -1.87 -1.07



# 8
Formula: C4H9N2O
Source: OMol25
Level of theory: ωB97M-V/def2-TZVPD

The charge is +1. The calculated total energy is -342.1267 Eh. The SMILES is C=CC[NH2+][C@@H]1NO1. The calculation puts the HOMO energy at -14.89 eV. The value obtained for the largest force on an atom is 0.083 hartree/bohr.

Cartesian coordinates (Å):
O -2.91 -0.44 -0.78
N -0.85 0.46 0.44
N -3.33 -0.43 0.57
C 0.07 0.06 -0.75
C -2.49 0.51 0.03
C 1.98 -0.79 0.64
C 1.47 0.01 -0.23
H -0.23 -1.01 -0.79
H -0.59 -0.32 1.10
H -2.82 1.61 -0.13
H 1.39 -1.44 1.29
H 2.12 0.53 -0.81
H -0.45 1.34 0.76
H -2.71 -1.20 1.03
H 0.06 0.59 -1.66
H 2.96 -0.63 0.96



# 9
Formula: C4H9N2O
Source: OMol25
Level of theory: ωB97M-V/def2-TZVPD

The charge is +1. The calculated total energy is -342.2259 Eh. The SMILES is C=CCC(=[NH2+])NO. The calculation puts the HOMO energy at -14.28 eV. The value obtained for the largest force on an atom is 0.073 hartree/bohr.

Cartesian coordinates (Å):
O 2.61 1.15 1.16
N 0.99 0.80 -0.82
N 1.34 0.58 1.36
C 0.53 0.44 0.35
C -1.67 -0.50 -0.67
C -0.88 -0.22 0.56
C -1.50 -1.61 -1.42
H -2.14 -1.69 -2.31
H 2.67 1.74 1.97
H 1.90 1.31 -0.86
H -0.64 -1.06 1.18
H 0.96 0.21 2.16
H -2.31 0.20 -1.19
H -0.89 -2.30 -0.99
H 0.46 0.40 -1.67
H -1.41 0.53 1.19



# 10
Formula: C4H9N2O
Source: OMol25
Level of theory: ωB97M-V/def2-TZVPD

The charge is +1. The calculated total energy is -342.2199 Eh. The SMILES is N/C(=C\O)CC=[NH2+]. The calculation puts the HOMO energy at -11.92 eV. The value obtained for the largest force on an atom is 0.082 hartree/bohr.

Cartesian coordinates (Å):
O -2.77 -1.14 -0.47
N 2.37 -1.23 -0.16
N -1.71 1.44 -0.11
C -1.46 -0.94 -0.16
C 2.07 -0.01 -0.07
C -0.91 0.29 -0.06
C 0.69 0.60 0.24
H 2.88 0.72 0.18
H -2.31 1.40 0.70
H -3.12 -0.34 -0.91
H 1.62 -1.99 -0.27
H -0.72 -1.68 0.06
H 0.45 0.45 1.31
H 0.80 1.75 0.13
H -1.20 2.26 -0.10
H 3.31 -1.59 -0.31



# 11
Formula: C4H9N2O
Source: OMol25
Level of theory: ωB97M-V/def2-TZVPD

The charge is +1. The calculated total energy is -342.2023 Eh. The SMILES is [H]/N=[N+](\C)[C@H]1O[C@@H]1C. The calculation puts the HOMO energy at -15.59 eV. The value obtained for the largest force on an atom is 0.032 hartree/bohr.

Cartesian coordinates (Å):
O 0.84 1.22 -0.78
N -1.42 1.34 0.65
N -1.22 0.32 -0.01
C 1.28 0.48 0.31
C 2.56 -0.28 0.22
C -2.21 -0.67 -0.32
C 0.08 0.10 -0.52
H 2.56 -1.11 0.92
H -3.14 -0.48 0.22
H -2.42 -0.66 -1.39
H 2.74 -0.64 -0.79
H 1.03 0.92 1.28
H 3.38 0.39 0.49
H -2.36 1.48 1.00
H 0.15 -0.73 -1.22
H -1.84 -1.67 -0.07



# 12
Formula: C4H9N2O
Source: OMol25
Level of theory: ωB97M-V/def2-TZVPD

The charge is +1. The calculated total energy is -342.2560 Eh. The calculation puts the HOMO energy at -14.64 eV. The value obtained for the largest force on an atom is 0.050 hartree/bohr.

Cartesian coordinates (Å):
O 2.86 -0.82 -0.16
N -0.96 -1.77 0.24
N 0.96 0.17 -1.06
C 0.04 0.64 -0.24
C -1.17 1.41 -0.44
C 0.90 0.33 1.02
C 1.89 -0.19 -0.08
H -1.68 -2.17 -0.37
H -0.82 2.46 -0.34
H 0.51 -0.25 1.85
H -1.84 1.32 -1.34
H 0.02 -1.99 -0.12
H -1.94 1.42 0.35
H 1.18 0.36 -1.99
H 1.18 1.22 1.50
H -1.13 -2.14 1.19



What is the formula in the second record?
C4H9N2